# C12H17IKN3S3SbSe3

A structure of composition C12H17IKN3S3SbSe3 (ωB97M-V with the def2-TZVPD basis set, OMol25).

## Properties
Calculated total energy   -10168.58243 hartree
HOMO (spin up / spin down)   -1.60 / -1.99 eV
Charge   -2
2S+1   2
Max |F|   0.874 eV/A
Relative energy (zero: lowest compared OMol25 entry of this formula, charge and spin)   0.707 eV
Kohn-Sham gap (spin up / spin down)   0.1949 / 0.2093 Ha

Positions of all 41 atoms, in Å:
K 0.1641 1.0057 -0.9743
C -0.5214 -3.1175 3.6842
Se 0.1729 -1.9505 2.2580
C 0.2556 -0.3065 3.3210
C -1.0963 0.2982 3.6240
Se -2.0362 0.9770 2.0133
C -2.7063 2.6031 2.8966
H 0.1610 -3.1088 4.5322
H -0.5841 -4.1164 3.2603
H -1.5084 -2.7808 3.9905
H 0.8700 0.3791 2.7327
H 0.7856 -0.5465 4.2496
H -0.9832 1.1695 4.2759
H -1.7605 -0.4265 4.1047
H -3.4643 2.3274 3.6287
H -3.1393 3.2477 2.1358
H -1.8787 3.1150 3.3834
S -0.9409 -1.1916 -4.6947
Sb -2.4461 -0.3219 -3.1315
S -1.9745 1.9593 -2.8138
S -1.9765 -1.4360 -1.0898
Se 3.0063 1.0351 1.1068
C 4.3672 2.1441 1.7605
C 4.7917 3.2806 1.0681
C 5.8104 4.0397 1.5968
N 6.4305 3.7708 2.7424
C 6.0211 2.6877 3.3977
C 5.0179 1.8533 2.9634
H 4.3146 3.5449 0.1351
H 6.1646 4.9277 1.0812
H 6.5411 2.4910 4.3313
H 4.7213 0.9840 3.5313
I 4.4147 -3.1440 -3.9442
C 2.8185 -2.3311 -2.8630
C 1.5413 -2.8386 -2.7685
N 0.8786 -2.0008 -1.9705
N 1.6344 -0.9908 -1.5700
C 2.8279 -1.1689 -2.0952
H 1.0906 -3.6949 -3.2253
H -0.1360 -2.0037 -1.7059
H 3.6226 -0.4769 -1.9008

Cartesian forces (eV/Å) of the 3 atoms listed first:
K -0.1110 0.4823 0.4999
C 0.1037 0.4290 -0.3020
Se -0.0229 -0.0286 0.2706